Here is C15H21Br45N2O2P as an isolated structure from the Open Molecules 2025 dataset. Energies are from ωB97M-V/def2-TZVPD.

Multiplicity: 1
LUMO level (eV): -2.916
Frontier orbital gap (eV): 8.41
Net charge: +1

The geometry in XYZ format:
```
86
Properties=species:S:1:pos:R:3:forces:R:3
N -4.438 0.727 -1.509 0.42 -0.72 0.66
P -3.243 -0.471 -1.649 -0.58 -0.28 -1.17
O -3.817 -1.773 -0.880 0.05 0.84 0.97
N -2.120 0.294 -0.387 0.30 0.49 0.29
O -2.315 -0.218 0.908 -0.34 -0.10 -0.01
H -4.741 0.837 -0.539 -0.24 0.26 -0.21
H -5.239 0.432 -2.067 0.05 0.37 -0.08
H -4.157 -1.603 0.024 0.04 -0.23 -0.32
H -1.122 0.166 -0.717 -0.55 -0.12 0.74
H -2.301 1.309 -0.374 0.08 0.07 -0.27
H -2.372 0.553 1.510 0.27 -0.12 -0.18
C -2.045 4.272 0.859 0.32 -0.06 -0.28
Br -2.709 3.037 2.190 -0.10 0.01 0.09
Br -0.137 4.170 0.690 -0.12 0.02 0.15
Br -2.865 3.934 -0.849 -0.19 0.00 0.01
H -2.313 5.272 1.171 -0.04 -0.01 0.06
C 0.648 0.478 -3.041 0.21 0.06 -0.15
Br 2.211 0.793 -4.102 0.01 0.00 0.08
Br 1.090 -0.260 -1.298 -0.10 -0.02 -0.41
Br -0.389 2.090 -2.839 -0.12 -0.08 0.08
H 0.038 -0.249 -3.563 -0.02 0.01 0.07
C 1.325 -0.744 2.530 -0.12 -0.14 0.07
Br 0.397 0.936 2.280 0.21 0.15 0.18
Br 1.488 -1.227 4.372 0.00 0.06 0.01
Br 0.447 -2.123 1.504 0.13 -0.13 0.11
H 2.321 -0.609 2.136 0.01 -0.01 -0.06
C 3.159 -4.760 6.313 -0.02 0.12 0.06
Br 2.382 -3.472 7.518 0.00 -0.04 -0.08
Br 1.985 -5.158 4.842 0.00 -0.01 0.00
Br 4.889 -4.184 5.697 0.02 -0.29 -0.11
H 3.306 -5.675 6.868 0.00 -0.02 0.00
C 0.979 7.522 -1.315 0.01 -0.09 0.03
Br 0.913 6.014 -2.514 0.02 0.03 -0.01
Br -0.788 8.132 -0.850 0.00 -0.05 -0.01
Br 2.027 7.142 0.251 0.07 0.05 -0.06
H 1.473 8.325 -1.844 0.00 0.02 0.00
C -2.942 1.274 -6.197 0.06 0.08 -0.01
Br -1.061 1.295 -6.589 0.10 0.07 0.05
Br -3.345 -0.147 -4.961 -0.01 0.04 -0.21
Br -3.546 2.982 -5.558 0.00 -0.04 0.06
H -3.472 1.070 -7.117 0.01 -0.03 -0.06
C -1.020 -0.404 -9.840 -0.08 -0.14 -0.27
Br 0.033 -1.928 -10.348 -0.03 -0.03 -0.08
Br -1.253 0.843 -11.282 -0.01 -0.08 0.05
Br -2.699 -0.950 -9.065 0.00 -0.09 -0.01
H -0.474 0.101 -9.072 0.15 0.20 0.31
C -0.920 -5.310 -1.347 0.18 -0.04 0.05
Br 0.547 -5.141 -2.574 -0.02 0.02 0.01
Br -0.409 -6.178 0.285 0.17 -0.02 -0.05
Br -1.737 -3.598 -0.983 0.18 -0.38 -0.13
H -1.677 -5.919 -1.820 -0.03 0.02 0.00
C 2.924 -3.226 -7.893 -0.04 0.00 0.00
Br 2.772 -1.544 -6.962 -0.01 -0.01 0.01
Br 4.597 -4.097 -7.534 -0.04 0.05 0.02
Br 1.425 -4.363 -7.494 0.02 -0.02 0.01
H 2.893 -3.003 -8.949 -0.02 0.00 -0.02
C 5.959 7.271 -1.906 -0.07 -0.04 0.04
Br 4.896 8.850 -2.197 -0.01 -0.01 0.01
Br 6.129 6.863 -0.034 0.00 0.02 -0.04
Br 5.275 5.770 -2.899 -0.01 0.03 0.03
H 6.950 7.482 -2.280 0.01 0.00 -0.02
C -4.927 -4.980 0.217 0.00 -0.08 0.05
Br -5.325 -6.273 -1.150 0.03 0.05 0.02
Br -6.523 -4.140 0.896 0.03 0.04 -0.02
Br -3.869 -5.746 1.628 -0.14 0.07 -0.01
H -4.332 -4.207 -0.244 0.02 -0.01 -0.03
C -6.258 0.726 -9.854 -0.05 -0.05 -0.11
Br -5.665 2.024 -8.550 0.03 -0.02 -0.08
Br -8.118 0.968 -10.267 0.02 0.01 0.02
Br -5.175 0.730 -11.442 -0.08 0.10 0.09
H -6.156 -0.249 -9.399 0.02 0.00 0.03
C 1.899 -0.869 11.041 0.11 -0.01 -0.04
Br 1.223 0.473 12.243 0.01 -0.03 -0.02
Br 0.640 -1.270 9.640 -0.06 0.05 0.02
Br 3.616 -0.388 10.321 -0.04 -0.03 0.10
H 2.035 -1.776 11.614 -0.03 -0.04 -0.03
C 3.507 -2.093 14.402 0.04 0.01 0.06
Br 2.564 -2.619 15.992 0.02 0.01 -0.05
Br 5.259 -1.413 14.801 -0.04 -0.02 -0.02
Br 3.587 -3.534 13.121 -0.01 0.02 0.01
H 2.947 -1.287 13.949 -0.01 0.01 -0.01
C 5.104 0.867 6.765 0.04 -0.04 0.02
Br 3.235 1.300 6.901 -0.04 0.08 -0.04
Br 6.086 1.474 8.305 0.00 -0.02 -0.03
Br 5.345 -1.016 6.452 -0.07 0.24 0.07
H 5.493 1.393 5.906 0.02 0.03 0.01
```
Positions in Å, forces in eV/Å.

Here is a 3-piece molecular cluster, C15H21Cl2N3OPS overall from the Open Molecules 2025 dataset. Energies are from ωB97M-V/def2-TZVPD.

Multiplicity: 1
LUMO level (eV): -3.968
Frontier orbital gap (eV): 7.42
Net charge: +1

The geometry in XYZ format:
```
44
Properties=species:S:1:pos:R:3:forces:R:3
C 0.238 -0.208 -1.895 0.35 0.09 0.04
C 1.553 -0.895 -1.608 -0.34 0.02 -0.08
Cl 2.433 0.053 -0.401 0.43 0.07 0.12
C 1.461 -2.392 -1.197 -0.10 0.33 0.42
Cl -0.212 -2.916 -0.978 -0.13 -0.28 0.04
S 2.230 -2.739 0.445 -0.61 0.82 0.05
C 3.995 -2.977 0.266 0.32 -0.33 0.52
C 4.666 -2.414 1.542 -0.30 1.69 0.13
O 4.543 -1.238 1.805 0.13 -1.47 -0.22
P 1.484 -4.742 1.049 0.77 -1.53 0.45
N 2.640 -5.488 1.770 -0.53 0.43 -0.12
H -0.291 -0.692 -2.697 -0.36 -0.30 -0.20
H 0.488 0.782 -2.234 0.02 0.46 -0.15
H -0.365 -0.102 -1.011 -0.40 -0.04 0.26
H 2.112 -0.855 -2.524 0.61 -0.11 -0.26
H 1.937 -3.027 -1.921 0.09 -0.30 -0.32
H 4.227 -4.017 0.091 -0.06 -0.40 0.08
H 4.358 -2.393 -0.561 -0.09 0.42 -0.44
H 5.247 -3.092 2.170 0.10 -0.27 -0.02
H 0.418 -4.349 1.858 -0.03 0.42 -0.21
H 0.993 -5.402 -0.082 -0.33 0.42 -0.21
H 2.843 -6.332 1.250 0.51 -0.21 0.07
N -3.080 0.683 -0.580 0.03 0.03 -0.05
C -3.802 1.743 -0.231 -0.07 0.02 -0.10
C -4.241 1.980 1.063 -0.03 -0.13 0.00
C -3.913 1.064 2.049 -0.04 0.06 0.03
C -3.161 -0.046 1.702 0.03 -0.02 -0.04
C -2.775 -0.184 0.379 0.07 0.01 -0.03
H -4.039 2.434 -1.032 -0.02 0.05 0.03
H -4.826 2.860 1.290 -0.03 0.02 -0.02
H -4.237 1.214 3.070 0.00 0.00 0.01
H -2.881 -0.786 2.439 0.00 -0.01 0.00
H -2.177 -1.027 0.051 -0.03 -0.13 0.15
N -0.764 3.056 0.691 -0.01 -0.03 0.01
C 0.187 3.028 -0.239 -0.02 -0.09 0.05
C 0.277 3.939 -1.279 -0.01 -0.03 0.01
C -0.679 4.939 -1.359 -0.01 0.03 -0.06
C -1.676 4.984 -0.400 0.01 -0.02 0.01
C -1.672 4.022 0.601 0.01 0.07 0.10
H 0.904 2.222 -0.137 0.05 0.13 -0.05
H 1.075 3.869 -2.006 0.02 0.00 0.01
H -0.646 5.672 -2.154 0.00 0.01 -0.01
H -2.441 5.747 -0.423 -0.01 0.02 0.02
H -2.434 4.023 1.373 0.03 0.07 -0.03
```
Positions in Å, forces in eV/Å.

Here is C15H21ClF5GdO2P2 as an isolated structure from the Open Molecules 2025 dataset. Energies are from ωB97M-V/def2-TZVPD.

Multiplicity: 8
⟨S²⟩: 16.089
Energy above the lowest of the compared OMol25 structures with the same formula, charge and spin (kcal per mole): 8.98
LUMO level (spin up / spin down) (eV): -8.057 / -9.085
Frontier orbital gap (spin up / spin down) (eV): 6.75 / 5.73
Net charge: +2

The geometry in XYZ format:
```
47
Properties=species:S:1:pos:R:3:forces:R:3
C 0.129 0.162 -4.384 -1.00 -0.17 -1.35
C 1.084 0.216 -3.380 3.65 0.57 4.65
H 0.498 -0.201 -5.358 0.25 0.16 0.34
H -0.358 1.149 -4.486 0.30 -0.16 0.08
H -0.656 -0.513 -4.000 0.05 0.01 0.05
O 1.821 0.289 -2.486 -3.23 -0.43 -4.41
Cl -1.883 -0.050 -1.997 -0.46 -0.06 0.12
Gd -1.004 -0.124 0.549 -0.71 -0.01 -0.54
P -0.154 2.351 -0.783 0.13 1.23 0.32
C 1.310 3.349 -0.338 0.01 -0.24 0.16
C -0.504 3.115 -2.416 -0.27 -0.45 -0.33
H -0.705 4.187 -2.270 0.17 -0.32 -0.02
H -1.475 4.202 -0.120 -0.26 -0.02 0.27
H -1.385 2.656 -2.880 0.15 0.14 0.11
H -2.428 2.702 0.047 0.06 0.20 0.00
H 2.117 3.099 -1.043 -0.08 0.20 0.35
H 0.360 3.014 -3.089 -0.15 0.11 0.18
C -1.448 3.165 0.224 -0.11 -0.10 -0.01
H 1.060 4.420 -0.412 0.20 -0.40 0.05
H -1.204 3.138 1.293 -0.04 0.05 -0.24
H 1.610 3.099 0.690 0.10 0.22 -0.30
P 0.049 -2.416 -0.905 0.04 -1.30 0.18
C 1.510 -3.372 -0.379 0.05 0.18 0.13
C -1.313 -3.355 -0.108 -0.08 0.08 0.03
H -1.011 -2.661 -3.109 0.16 -0.12 0.15
H -0.158 -4.146 -2.613 0.11 0.37 0.08
H 0.774 -2.748 -3.216 -0.14 -0.16 0.09
C -0.104 -3.047 -2.626 -0.16 0.50 -0.28
H -2.284 -2.865 -0.270 0.12 -0.23 -0.05
H -1.319 -4.332 -0.601 -0.28 0.02 0.23
H 1.358 -4.442 -0.594 0.12 0.37 0.11
H 1.675 -3.223 0.698 0.10 -0.13 -0.30
H -1.145 -3.498 0.967 0.02 0.04 -0.25
H 2.375 -2.997 -0.944 -0.09 -0.23 0.27
C 1.379 -0.013 0.317 5.52 -0.30 0.55
O 2.536 -0.059 0.347 -4.07 0.27 -0.23
F -0.194 -2.356 2.834 -0.17 0.97 0.26
C -0.186 -1.161 3.536 -0.03 -0.54 0.20
C -0.171 0.036 2.832 0.04 -0.18 0.40
C -0.061 1.181 3.599 0.09 0.70 0.37
F 0.093 2.405 2.992 -0.27 -0.92 0.31
C -0.064 1.160 4.999 0.20 0.86 0.11
F 0.057 2.303 5.700 -0.15 -0.95 -0.62
C -0.143 -0.058 5.672 0.19 0.01 0.86
F -0.112 -0.097 7.018 -0.06 0.04 -1.59
C -0.173 -1.236 4.930 0.09 -0.99 0.16
F -0.152 -2.429 5.562 -0.09 1.10 -0.64
```
Positions in Å, forces in eV/Å.

Here is a 2-piece molecular cluster, C15H21ClFN2O5S2 overall from the Open Molecules 2025 dataset. Energies are from ωB97M-V/def2-TZVPD.

Multiplicity: 1
Energy above the lowest of the compared OMol25 structures with the same formula, charge and spin (kcal per mole): 0.00
LUMO level (eV): -2.489
Frontier orbital gap (eV): 9.69
Net charge: +1

The geometry in XYZ format:
```
47
Properties=species:S:1:pos:R:3:forces:R:3
Cl -3.489 0.834 5.417 0.10 0.54 -0.87
C -3.345 1.828 3.914 -0.20 -0.12 0.58
N -2.564 1.136 2.844 0.20 -0.37 -0.27
C -1.107 0.849 3.278 -0.81 0.71 0.56
C -0.384 0.219 2.110 -0.20 -0.53 -1.40
N -1.315 0.121 0.969 0.61 -0.67 -0.24
F 0.149 -1.334 -0.802 -0.64 0.48 0.62
C -1.755 1.435 0.519 0.46 -1.02 -0.18
C -2.526 2.086 1.646 -0.44 0.53 0.78
C -2.425 -0.786 1.283 1.21 0.27 -0.73
C -3.242 -0.185 2.395 -0.48 0.94 0.91
H -4.367 2.019 3.531 0.67 -0.10 0.26
H -2.823 2.768 4.176 -0.35 -0.58 -0.18
H -0.673 1.826 3.536 -0.27 -0.32 0.19
H -1.167 0.197 4.150 0.01 0.24 -0.01
H 0.472 0.820 1.783 -0.12 -0.20 0.18
H -0.039 -0.797 2.349 0.01 0.39 -0.07
H -0.865 2.010 0.246 -0.25 -0.06 -0.08
H -2.389 1.303 -0.364 0.19 0.12 0.09
H -3.571 2.277 1.373 0.23 0.16 0.20
H -2.030 3.002 1.997 -0.38 -0.17 -0.03
H -3.014 -0.928 0.371 0.00 -0.04 0.22
H -1.996 -1.749 1.585 -0.17 0.21 -0.16
H -3.282 -0.819 3.281 -0.21 0.16 -0.07
H -4.248 0.094 2.056 0.17 -0.05 0.36
C -1.361 -2.189 -2.523 1.17 -0.18 -0.30
O 0.097 -2.446 -2.733 0.04 0.05 0.62
C 0.815 -1.649 -1.921 0.14 0.87 -0.01
S 2.502 -2.131 -1.032 1.25 0.06 -0.88
O 2.552 -1.520 0.286 -0.83 -0.55 -0.97
O 2.851 -3.528 -1.182 -0.62 1.21 -0.11
C 3.523 -1.041 -2.045 0.10 -0.07 0.77
C 2.928 -0.065 -2.833 -0.18 0.30 -0.07
C 3.715 0.863 -3.511 0.45 -0.28 0.06
C 5.116 0.776 -3.416 -0.80 0.02 -0.17
C 5.704 -0.165 -2.574 -0.16 -0.16 0.11
C 4.901 -1.030 -1.828 0.05 -0.42 -0.27
S 1.136 0.060 -2.866 0.53 -0.07 -0.53
O 0.684 -0.009 -4.250 0.26 -0.23 1.56
O 0.705 1.180 -2.039 0.22 -0.99 -0.29
H -1.865 -2.775 -3.291 0.12 0.15 0.22
H -1.534 -2.529 -1.508 -0.66 -0.06 -0.19
H -1.546 -1.108 -2.622 -0.09 -0.41 -0.09
H 3.229 1.616 -4.120 0.14 -0.02 -0.01
H 5.721 1.448 -4.021 -0.06 -0.12 0.23
H 6.789 -0.249 -2.510 -0.31 0.15 0.10
H 5.335 -1.733 -1.107 -0.10 0.21 -0.42
```
Positions in Å, forces in eV/Å.

Here is C15H21F3N4O in the gas phase from the Open Molecules 2025 dataset. Energies are from ωB97M-V/def2-TZVPD.

Multiplicity: 1
SMILES: CN1CCN(CCNC(=O)Nc2ccccc2C(F)(F)F)CC1
LUMO level (eV): 0.703
Frontier orbital gap (eV): 9.46

The geometry in XYZ format:
```
44
Properties=species:S:1:pos:R:3:forces:R:3
C 3.296 2.232 2.195 0.00 -0.04 -0.01
N 2.999 0.867 1.826 -0.07 -0.02 -0.04
C 1.728 0.423 2.362 0.04 -0.28 0.13
C 1.518 -1.052 2.037 -0.14 0.26 0.12
N 1.513 -1.242 0.597 0.06 -0.09 0.09
C 1.197 -2.611 0.220 -0.08 -0.01 -0.27
C 0.729 -2.679 -1.238 0.07 -0.16 0.22
N -0.311 -1.707 -1.469 0.28 0.15 0.11
C -1.576 -2.066 -1.776 -0.03 0.47 -0.15
O -1.907 -3.179 -2.116 -0.15 -0.47 -0.11
N -2.509 -1.026 -1.781 -0.33 -0.39 -0.28
C -2.526 0.148 -1.055 0.02 0.51 0.32
C -1.871 0.267 0.176 -0.09 -0.10 -0.11
C -1.934 1.440 0.900 -0.05 0.15 -0.05
C -2.648 2.530 0.429 0.02 0.04 0.07
C -3.314 2.433 -0.777 0.00 -0.18 -0.04
C -3.256 1.258 -1.516 0.01 -0.04 -0.08
C -3.982 1.174 -2.826 -0.01 0.05 -0.39
F -3.169 0.836 -3.847 0.16 -0.01 0.04
F -4.963 0.243 -2.819 -0.06 -0.22 0.19
F -4.568 2.323 -3.182 -0.02 0.23 0.16
C 2.788 -0.794 0.062 0.04 0.29 -0.12
C 2.998 0.680 0.389 0.14 -0.22 -0.09
H 4.275 2.502 1.803 0.03 0.09 0.01
H 3.322 2.309 3.281 0.01 0.08 0.04
H 2.553 2.949 1.809 -0.01 0.02 -0.01
H 1.737 0.558 3.446 -0.04 0.02 -0.02
H 0.891 1.008 1.938 0.02 -0.01 0.04
H 0.557 -1.380 2.442 0.03 -0.03 0.00
H 2.319 -1.639 2.518 -0.06 0.00 0.01
H 2.052 -3.292 0.364 -0.03 0.01 0.05
H 0.380 -2.953 0.860 0.03 -0.02 -0.02
H 1.561 -2.490 -1.923 -0.05 -0.11 0.02
H 0.313 -3.664 -1.458 0.13 0.10 -0.03
H -0.098 -0.768 -1.172 -0.13 -0.02 0.00
H -3.323 -1.248 -2.339 0.12 -0.05 0.13
H -1.339 -0.580 0.578 0.06 -0.08 0.04
H -1.434 1.497 1.856 0.05 -0.01 0.08
H -2.696 3.443 1.000 0.00 0.09 0.07
H -3.883 3.268 -1.155 -0.03 0.04 -0.04
H 2.790 -0.923 -1.022 0.05 -0.02 0.00
H 3.623 -1.377 0.488 -0.03 0.00 -0.06
H 3.963 1.005 -0.007 -0.04 0.02 -0.03
H 2.202 1.276 -0.095 0.06 -0.01 0.00
```
Positions in Å, forces in eV/Å.

Values for strongest force on any atom, eV/A, ordered as above
1.34; 1.77; 5.93; 1.60; 0.60